Entry 1:
{
  "formula": "C18H16MnN5O2S2",
  "method": "ωB97M-V/def2-TZVPD",
  "homo_energy_ev": [-8.87, -9.02],
  "lumo_ev": [-2.700, -0.998],
  "spin_multiplicity": 5,
  "s_squared": 6.27,
  "relative_energy_kcal_mol": 0.00,
  "gap_ev": [6.173, 8.017],
  "species": ["Mn", "S", "C", "S", "C", "C", "N", "C", "N", "N", "C", "C", "N", "C", "C", "N", "H", "H", "H", "H", "H", "C", "C", "C", "C", "C", "C", "C", "C", "C", "C", "O", "O", "H", "H", "H", "H", "H", "H", "H", "H", "H", "H", "H"],
  "xyz": [[0.30432, -0.77734, 0.21915], [-1.25199, -1.27253, -1.41312], [-2.39421, -0.46104, -0.37594], [-1.69250, -0.20024, 1.18838], [-3.62897, -0.04694, -0.76405], [-4.46274, 0.66272, 0.15108], [-5.10861, 1.23187, 0.91370], [-4.08222, -0.27657, -2.09665], [-4.44586, -0.45598, -3.17295], [3.49953, -4.34556, 2.75377], [2.43542, -4.21155, 1.92202], [2.06212, -2.94470, 1.42803], [1.04091, -2.82491, 0.59526], [0.36572, -3.92931, 0.23453], [0.75096, -5.15537, 0.73418], [1.77245, -5.30725, 1.57085], [3.90848, -3.53894, 3.18869], [3.63923, -5.24124, 3.18751], [2.57692, -2.03531, 1.71296], [-0.47079, -3.80606, -0.43698], [0.21219, -6.05151, 0.45316], [-2.17080, 3.32686, -2.37602], [-1.03547, 2.83468, -1.52379], [-0.07621, 1.97848, -2.03614], [0.96023, 1.48661, -1.24138], [2.00977, 0.58753, -1.85704], [1.02133, 1.87940, 0.10010], [0.08532, 2.77595, 0.63154], [0.15020, 3.16234, 2.08115], [-0.92654, 3.23521, -0.19165], [2.03099, 1.22818, 1.01263], [3.03059, 1.76158, 1.42032], [1.69870, -0.02629, 1.30833], [-2.31106, 2.69242, -3.25054], [-1.98383, 4.34426, -2.72511], [-3.10457, 3.33920, -1.81311], [-0.14299, 1.65713, -3.06930], [1.71103, 0.27305, -2.85503], [2.23295, -0.31934, -1.27564], [2.96709, 1.10778, -1.92803], [-0.02596, 2.29216, 2.71903], [-0.60658, 3.90822, 2.31716], [1.13156, 3.56071, 2.33792], [-1.67609, 3.90164, 0.22100]],
  "forces_ev_per_a": [[0.105, -0.098, 0.143], [-0.044, -0.060, 0.044], [0.082, 0.024, -0.044], [-0.142, 0.109, 0.021], [0.156, -0.026, 0.058], [-0.052, -0.016, 0.022], [-0.006, 0.035, -0.004], [-0.115, 0.026, -0.024], [0.044, -0.015, -0.029], [0.043, -0.026, 0.003], [0.004, 0.098, 0.002], [-0.003, -0.058, -0.061], [0.046, 0.172, 0.012], [0.024, 0.047, -0.034], [-0.023, 0.002, -0.039], [0.007, -0.022, 0.010], [-0.010, 0.005, 0.000], [-0.006, 0.001, 0.005], [0.006, -0.011, 0.012], [-0.003, -0.012, 0.014], [0.001, -0.004, 0.002], [-0.027, -0.019, -0.037], [0.008, 0.014, 0.007], [0.026, -0.012, 0.018], [-0.045, 0.006, 0.028], [0.082, -0.045, 0.015], [0.034, -0.043, -0.061], [0.030, -0.040, -0.008], [-0.018, 0.038, 0.016], [-0.003, 0.009, 0.009], [0.131, -0.124, 0.069], [-0.077, 0.069, 0.002], [-0.200, -0.074, -0.165], [0.000, 0.001, -0.004], [0.004, 0.006, 0.008], [-0.002, 0.008, 0.012], [-0.006, 0.005, -0.007], [-0.011, 0.000, 0.003], [-0.026, 0.028, -0.007], [-0.016, 0.017, -0.014], [0.007, -0.008, -0.001], [-0.002, -0.003, 0.001], [0.004, -0.005, -0.001], [-0.006, 0.002, 0.004]],
  "nbo_charge": [1.288, -0.083, -0.192, -0.026, -0.402, 0.284, -0.294, 0.285, -0.296, -0.776, 0.356, -0.022, -0.524, -0.057, 0.040, -0.415, 0.402, 0.411, 0.240, 0.230, 0.212, -0.634, 0.012, -0.210, -0.057, -0.631, -0.126, 0.024, -0.642, -0.199, 0.765, -0.574, -0.849, 0.224, 0.227, 0.227, 0.217, 0.233, 0.183, 0.250, 0.224, 0.222, 0.240, 0.217]
}

=====

Entry 2:
{
  "formula": "C2H5IN2",
  "method": "ωB97M-V/def2-TZVPD",
  "homo_energy_ev": -7.96,
  "lumo_ev": 0.558,
  "spin_multiplicity": 1,
  "relative_energy_kcal_mol": 52.49,
  "gap_ev": 8.517,
  "species": ["C", "C", "N", "N", "I", "H", "H", "H", "H", "H"],
  "xyz": [[-0.33499, -0.65791, -0.29839], [0.74052, -0.41545, 0.71972], [-0.48427, 0.79039, -0.80181], [0.12607, 1.70004, -0.34456], [-0.15867, 0.71323, 2.34208], [-0.17565, -1.38493, -1.19085], [-1.35490, -0.95366, -0.02349], [1.32843, -1.23704, 1.18265], [-1.05254, 1.04226, -1.73908], [1.36600, 0.40309, 0.15374]],
  "forces_ev_per_a": [[-0.671, -0.756, -1.621], [1.252, 0.151, 0.063], [-1.395, 0.976, -3.775], [0.241, 1.549, -0.345], [0.362, -0.602, 0.321], [0.616, 1.420, 1.329], [0.353, 0.153, 0.778], [-0.755, 0.433, -0.673], [0.505, -1.568, 2.112], [-0.509, -1.756, 1.810]],
  "nbo_charge": [-0.337, -0.560, -0.235, -0.249, 0.089, 0.226, 0.227, 0.247, 0.325, 0.268]
}

=====

Entry 3:
{
  "formula": "CuF30P5",
  "method": "ωB97M-V/def2-TZVPD",
  "homo_energy_ev": [-6.38, -6.38],
  "lumo_ev": [4.551, -4.228],
  "spin_multiplicity": 3,
  "total_charge": -2,
  "s_squared": 2.01,
  "gap_ev": [10.930, 2.151],
  "species": ["Cu", "P", "F", "F", "F", "F", "F", "F", "P", "F", "F", "F", "F", "F", "F", "P", "F", "F", "F", "F", "F", "F", "P", "F", "F", "F", "F", "F", "F", "P", "F", "F", "F", "F", "F", "F"],
  "xyz": [[0.06367, 0.02969, -0.05609], [1.38257, -2.27280, 2.64648], [2.87094, -2.09404, 2.04316], [1.93828, -3.57162, 3.52806], [1.76235, -1.37184, 3.98176], [0.03956, -2.55397, 3.45914], [0.61056, -0.96988, 1.98822], [1.01192, -3.09941, 1.31755], [-2.56774, -0.12909, 1.81037], [-1.87232, -1.04922, 2.96132], [-3.29305, 0.76447, 2.90352], [-1.30629, 0.97740, 1.64533], [-3.25918, 0.81299, 0.58421], [-1.81018, -0.98160, 0.63762], [-3.85503, -1.16300, 1.92211], [1.58775, -1.66838, -1.83999], [2.07620, -3.17242, -1.41820], [0.69858, -2.25264, -3.03463], [0.23882, -1.80802, -0.95434], [1.03322, -0.19176, -2.18739], [2.16520, -1.00121, -0.47820], [2.88283, -1.26721, -2.75329], [1.70637, 2.74291, 0.24996], [2.22766, 1.85819, -1.06470], [1.54595, 1.31890, 1.02439], [3.09824, 3.07278, 0.94944], [0.92307, 3.39660, 1.45944], [1.79273, 4.08218, -0.67396], [0.21295, 2.29066, -0.38977], [-1.99420, 1.32920, -2.94034], [-1.24516, 0.50478, -1.74923], [-2.19417, 2.46564, -1.83622], [-0.49877, 1.91799, -3.27145], [-2.77582, 2.33108, -4.03783], [-1.74743, 0.02468, -3.84547], [-3.44994, 0.69808, -2.58112]],
  "forces_ev_per_a": [[-0.395, 1.110, -1.331], [2.724, 1.602, -2.129], [-1.217, 0.579, 0.867], [-0.756, 0.020, -0.736], [0.090, -0.124, -1.069], [-1.772, -1.019, 0.425], [1.425, -0.906, 0.643], [-0.342, -0.175, 2.039], [-2.486, 2.045, -2.025], [0.603, 0.603, -0.199], [0.674, 0.361, 0.429], [0.057, -1.336, 1.068], [0.130, -1.887, 1.647], [-0.045, -0.621, 0.336], [1.160, 0.518, -1.140], [0.653, 0.750, -2.387], [0.068, 1.599, -0.369], [1.060, -0.431, -0.403], [-2.260, -0.492, 2.106], [0.010, 0.519, -0.137], [1.459, -0.357, 0.406], [-0.595, -1.578, 1.124], [-1.287, -0.362, -3.025], [1.371, 1.076, 1.552], [0.890, -1.460, 1.043], [0.169, -0.662, -0.582], [-0.051, 1.048, 0.078], [-0.391, -0.741, 1.143], [-0.597, 0.412, 0.234], [-0.402, 1.396, 0.239], [-0.008, -1.626, 1.835], [-0.400, 0.658, -0.022], [-1.275, -0.019, -0.962], [1.407, -1.437, 0.144], [-0.018, 0.865, -1.066], [0.347, 0.071, 0.227]],
  "nbo_charge": [1.735, 2.565, -0.494, -0.398, -0.462, -0.244, -0.546, -0.519, 2.585, -0.532, -0.559, -0.601, -0.564, -0.596, -0.577, 2.597, -0.568, -0.568, -0.602, -0.590, -0.600, -0.564, 2.604, -0.582, -0.627, -0.571, -0.576, -0.571, -0.610, 2.609, -0.643, -0.585, -0.582, -0.596, -0.577, -0.591]
}

=====

Entry 4:
{
  "formula": "C26H63BrF2N4O13P",
  "method": "ωB97M-V/def2-TZVPD",
  "homo_energy_ev": -10.71,
  "lumo_ev": -2.687,
  "spin_multiplicity": 1,
  "total_charge": 1,
  "gap_ev": 8.028,
  "species": ["C", "C", "O", "N", "C", "N", "C", "N", "C", "C", "C", "F", "C", "C", "O", "C", "C", "C", "C", "C", "C", "C", "F", "N", "P", "O", "Br", "H", "H", "H", "H", "H", "H", "H", "H", "H", "H", "H", "H", "H", "H", "H", "H", "H", "H", "H", "H", "H", "H", "H", "C", "O", "H", "H", "H", "H", "C", "O", "H", "H", "H", "H", "C", "O", "H", "H", "H", "H", "C", "O", "H", "H", "H", "H", "C", "O", "H", "H", "H", "H", "C", "O", "H", "H", "H", "H", "C", "O", "H", "H", "H", "H", "C", "O", "H", "H", "H", "H", "C", "O", "H", "H", "H", "H", "C", "O", "H", "H", "H", "H"],
  "xyz": [[6.11502, 2.59197, -0.22639], [5.58315, 1.33682, -1.00575], [5.96028, 1.00467, -2.09620], [4.57146, 0.53549, -0.28651], [5.18783, -0.63528, 0.41294], [3.57575, 0.08538, -1.16431], [2.47322, 0.76222, -1.38830], [2.28997, 2.00707, -0.76236], [1.45033, 2.94370, -1.55869], [1.27716, 4.24371, -0.67548], [0.98450, 3.89639, 0.84374], [2.56137, 4.90384, -0.67069], [0.10533, 2.32856, -2.08551], [-1.22034, 3.03144, -1.60880], [-2.41414, 2.28593, -1.94274], [-3.04613, 1.77225, -0.80492], [-3.10480, 0.32656, -0.53567], [-3.71274, -0.25555, 0.64505], [-4.32436, 0.61126, 1.64889], [-4.32276, 2.04792, 1.39871], [-3.70307, 2.62632, 0.19986], [0.12946, 0.80421, -1.76153], [-0.09668, 0.47572, -0.41854], [1.43805, 0.27263, -2.25512], [1.21510, -1.49867, -2.16098], [1.58372, -2.04167, -0.59175], [2.69824, -2.56015, -3.51387], [6.76078, 3.20362, -0.89534], [6.65911, 2.22819, 0.69326], [5.23338, 3.17933, 0.16412], [5.33738, -0.43763, 1.50432], [4.54814, -1.55145, 0.32452], [6.15493, -0.86076, -0.12058], [3.77897, -0.81512, -1.61853], [3.18344, 2.50504, -0.65548], [2.04326, 3.28892, -2.45791], [0.56476, 4.98405, -1.10841], [0.49534, 2.87838, 0.83289], [0.19133, 4.60687, 1.22077], [1.91975, 3.89522, 1.45161], [0.12665, 2.42072, -3.20861], [-1.29622, 4.00334, -2.18091], [-1.25610, 3.30072, -0.52414], [-2.60892, -0.33538, -1.28695], [-3.65518, -1.36942, 0.73531], [-4.76102, 0.14412, 2.55728], [-4.81710, 2.69121, 2.16455], [-3.75270, 3.73440, 0.10501], [-0.67512, 0.32030, -2.36875], [0.75683, -2.11164, -0.06275], [-1.07615, -5.24414, 0.62029], [-0.35946, -4.10050, 0.14449], [-1.72026, -4.93897, 1.44246], [-1.68711, -5.65489, -0.18411], [-0.37013, -5.99856, 0.97471], [0.20128, -4.39776, -0.58118], [-2.29381, 6.11018, 2.54363], [-1.92195, 5.21226, 1.50583], [-2.12045, 5.62863, 3.50434], [-1.69102, 7.01971, 2.48227], [-3.35188, 6.35801, 2.45080], [-2.08778, 5.66344, 0.66920], [2.10477, -4.01555, 2.79521], [2.51104, -4.90509, 1.76002], [2.27858, -4.49125, 3.75935], [2.68924, -3.09346, 2.73726], [1.04035, -3.79051, 2.69130], [2.34529, -4.45717, 0.92318], [-4.70303, -5.17301, 3.49307], [-3.71967, -5.84061, 2.71036], [-5.11578, -4.35276, 2.90792], [-5.50469, -5.86744, 3.75504], [-4.24710, -4.77327, 4.40248], [-3.36937, -6.56047, 3.24659], [4.70236, -7.32381, 3.83576], [4.63341, -5.93951, 3.52185], [5.71966, -7.56185, 4.14236], [4.01610, -7.55535, 4.65472], [4.44284, -7.91821, 2.95570], [3.72535, -5.75246, 3.25309], [-5.82181, 6.28152, -0.51161], [-4.86054, 6.10297, 0.53000], [-5.83979, 5.38416, -1.12857], [-6.81088, 6.43990, -0.07636], [-5.54624, 7.13804, -1.12773], [-4.86214, 6.90619, 1.06187], [-3.73849, -7.28326, -1.93182], [-2.62096, -7.76868, -1.19257], [-4.05243, -6.33250, -1.50342], [-3.45672, -7.13233, -2.97662], [-4.56388, -7.99654, -1.86902], [-2.36070, -8.60803, -1.58708], [-0.55946, -5.67420, -4.25653], [-1.66022, -6.33880, -4.86049], [-0.86609, -4.66468, -3.98475], [-0.24982, -6.21242, -3.35590], [0.27300, -5.62048, -4.96331], [-1.36658, -7.22673, -5.09259], [-5.87282, 8.85315, -4.07838], [-6.42580, 8.70964, -2.77479], [-4.90620, 8.35251, -4.10363], [-6.53535, 8.39468, -4.81636], [-5.73614, 9.91206, -4.31027], [-7.27826, 9.15872, -2.77569], [9.05726, 1.64291, 2.45054], [7.64841, 1.48769, 2.61019], [9.24298, 2.25528, 1.56950], [9.47798, 2.13771, 3.32809], [9.52605, 0.66571, 2.31533], [7.50836, 0.94439, 3.39364]],
  "forces_ev_per_a": [[-0.794, -0.950, 0.177], [1.145, 1.045, 0.147], [-0.548, 0.221, 0.464], [-0.383, 0.237, 0.438], [0.658, -0.515, -0.014], [0.221, -0.678, -0.509], [-0.529, 1.872, 0.141], [0.551, -1.330, -2.458], [-0.422, 2.068, -0.396], [0.874, -0.393, 1.292], [-1.368, -0.040, -1.165], [-0.857, -0.616, -0.422], [-0.060, -0.465, 0.501], [-0.226, 1.109, -0.197], [0.625, -0.297, 1.056], [-2.009, -1.361, 3.292], [-0.007, 1.254, 0.157], [0.177, 1.951, -0.444], [1.109, 0.475, -2.189], [0.721, -1.489, -0.992], [0.021, -1.580, 0.228], [-1.056, 0.687, -1.602], [0.551, 0.509, -1.004], [1.894, -0.430, 3.379], [-2.062, -2.010, 0.481], [0.431, 1.054, -1.731], [0.114, 0.867, 0.984], [-0.512, -0.572, 0.573], [-0.412, 0.357, -0.889], [0.918, -0.482, -0.474], [-0.014, 0.021, -1.108], [0.317, 0.991, 0.033], [-0.777, 0.038, 0.859], [-0.460, 0.487, -0.070], [-0.331, -0.614, 0.657], [-0.520, -0.459, 0.882], [0.528, -0.756, 0.204], [0.655, 0.950, 0.426], [1.159, -0.720, -0.104], [-0.824, 0.017, -0.581], [-0.076, -0.412, 1.136], [0.128, -0.963, 0.546], [0.281, -0.452, -0.786], [-0.594, 0.487, 0.748], [-0.212, 1.232, 0.104], [0.300, 0.666, -0.770], [0.592, -0.370, -0.960], [0.144, -0.983, -0.054], [0.703, 0.210, 0.643], [0.191, -0.127, -0.425], [-0.064, -0.170, -0.062], [0.432, 0.494, -0.149], [0.055, 0.070, -0.085], [-0.028, -0.141, 0.154], [-0.105, -0.064, 0.028], [-0.147, -0.026, 0.060], [-0.021, 0.148, -0.199], [0.205, -0.066, -0.174], [0.024, -0.065, -0.113], [-0.077, 0.064, 0.179], [0.029, 0.037, 0.211], [-0.216, -0.077, 0.129], [-0.201, 0.188, -0.395], [-0.043, -0.033, 0.032], [-0.001, 0.019, -0.059], [-0.065, 0.063, 0.224], [0.005, 0.088, 0.161], [0.007, -0.148, 0.073], [0.157, -0.248, 0.115], [0.081, 0.040, -0.036], [0.072, -0.077, -0.041], [-0.107, 0.162, 0.075], [-0.181, 0.095, 0.050], [-0.021, 0.045, -0.159], [-0.234, 0.214, -0.104], [0.004, 0.051, 0.178], [-0.041, 0.081, -0.022], [0.078, -0.215, 0.015], [0.040, -0.172, 0.097], [0.379, -0.089, -0.252], [0.058, 0.299, 0.088], [0.234, -0.130, 0.080], [0.068, -0.016, 0.126], [-0.070, -0.022, -0.180], [-0.213, -0.061, -0.106], [-0.054, -0.099, -0.091], [0.089, -0.267, -0.166], [0.146, 0.014, 0.037], [0.078, -0.070, 0.065], [-0.162, 0.113, -0.021], [-0.119, 0.142, -0.052], [-0.004, 0.097, 0.119], [0.001, -0.347, -0.120], [-0.064, 0.016, 0.038], [-0.093, -0.067, -0.058], [0.140, 0.147, 0.064], [0.123, 0.132, 0.142], [-0.109, 0.113, -0.032], [-0.286, 0.134, 0.060], [-0.008, -0.007, 0.052], [-0.065, 0.003, 0.091], [0.145, 0.029, -0.142], [0.102, -0.057, -0.170], [0.106, -0.078, 0.086], [-0.012, -0.163, 0.224], [-0.159, -0.070, -0.079], [-0.098, -0.020, 0.041], [0.148, 0.016, -0.105], [0.159, 0.097, -0.038], [-0.056, 0.116, -0.088]],
  "mulliken_charge": [-0.596, 0.587, -0.498, -0.236, -0.746, 0.397, 0.080, 0.025, -0.475, 0.135, -0.737, -0.392, 0.516, -0.990, -0.482, 0.319, -0.161, -0.720, -0.508, -0.595, 0.128, -0.522, -0.492, 0.081, 0.250, -0.169, -0.260, 0.335, -0.072, 0.232, 0.254, 0.311, 0.289, 0.216, 0.016, 0.432, 0.370, 0.200, 0.142, 0.376, 0.270, 0.268, 0.469, 0.276, 0.420, 0.366, 0.391, 0.468, 0.833, 0.341, -0.593, -0.347, 0.249, 0.122, 0.277, 0.203, -0.642, -0.350, 0.258, 0.323, 0.109, 0.238, -0.585, -0.508, 0.356, 0.210, 0.243, 0.249, -0.536, -0.454, 0.197, 0.259, 0.261, 0.277, -0.555, -0.451, 0.211, 0.241, 0.245, 0.333, -0.586, -0.426, 0.265, 0.273, 0.213, 0.252, -0.499, -0.489, 0.216, 0.217, 0.303, 0.277, -0.473, -0.535, 0.142, 0.250, 0.305, 0.299, -0.519, -0.476, 0.216, 0.263, 0.251, 0.282, -0.575, -0.519, 0.252, 0.284, 0.264, 0.290]
}

=====

Calculated total energy readings, ordered: -83463.347; -13232.176; -172633.998; -145315.650 eV